(1)
Density functional theory data (ωB97M-V with the def2-TZVPD basis set) for one molecule with the formula C4H9N in a non-equilibrium geometry.

Lowest unoccupied orbital energy, eV: 1.121
Kohn-Sham gap, eV: 8.965
SMILES string: C=CNCC
Molecular weight, g/mol: 71.123
Total energy, eV: -5782.357
Strongest force on any atom, eV Å⁻¹: 3.2

ORCA input file:
```
! wB97M-V def2-TZVPD RIJCOSX def2/J DEFGRID3
* xyz 0 1
C -0.338 -2.310 1.236
C 0.022 -1.057 0.920
N -0.762 -0.078 0.356
C 0.014 1.199 0.031
C 0.503 1.276 -1.482
H 0.428 -3.018 1.449
H -1.375 -2.718 1.384
H 1.114 -0.715 0.993
H -1.506 -0.215 -0.336
H -0.684 2.033 0.334
H 0.803 1.526 0.761
H 1.272 0.523 -1.778
H -0.345 1.210 -2.216
H 0.856 2.344 -1.651
*
```


(2)
Density functional theory data (ωB97M-V with the def2-TZVPD basis set) for C4H9N as an isolated structure in a non-equilibrium geometry.

Lowest unoccupied orbital energy, eV: -0.117
Kohn-Sham gap, eV: 7.154
Molecular weight, g/mol: 71.123
Total energy, eV: -5777.647
Strongest force on any atom, eV Å⁻¹: 7.0

ORCA input file:
```
! wB97M-V def2-TZVPD RIJCOSX def2/J DEFGRID3
* xyz 0 1
C -1.789 0.020 0.521
C -0.671 0.829 -0.148
C 0.534 -0.019 -0.333
C 1.863 0.543 -0.003
N 0.592 -1.445 -0.740
H -2.650 0.575 0.824
H -1.356 -0.329 1.512
H -1.991 -0.917 0.060
H -1.052 1.340 -0.903
H 2.642 -0.253 -0.113
H 1.999 1.311 -0.711
H 1.746 0.945 1.136
H 0.257 -1.068 0.260
H -0.123 -1.532 -1.362
*
```


(3)
Density functional theory data (ωB97M-V with the def2-TZVPD basis set) for one molecule with the formula C4H9N in a non-equilibrium geometry.

Lowest unoccupied orbital energy, eV: 1.218
Kohn-Sham gap, eV: 10.042
SMILES string: NC1CCC1
Molecular weight, g/mol: 71.123
Total energy, eV: -5781.281
Strongest force on any atom, eV Å⁻¹: 7.0

ORCA input file:
```
! wB97M-V def2-TZVPD RIJCOSX def2/J DEFGRID3
* xyz 0 1
C 0.445 -0.583 0.006
C 0.562 0.873 -0.453
C -0.111 1.268 0.741
C -0.849 -0.096 0.831
H -0.500 -0.838 -1.774
H -0.588 -2.275 -0.725
H 1.143 -0.890 0.670
H 1.607 1.302 -0.506
H 0.113 0.818 -1.461
H -0.745 2.291 0.870
H 0.568 1.497 1.600
H -1.652 -0.059 0.052
H -1.140 -0.415 1.732
N 0.130 -1.457 -1.030
*
```


(4)
Density functional theory data (ωB97M-V with the def2-TZVPD basis set) for one molecule with the formula C4H9N in a non-equilibrium geometry.

Lowest unoccupied orbital energy, eV: 0.017
Kohn-Sham gap, eV: 6.288
Molecular weight, g/mol: 71.123
Total energy, eV: -5778.327
Strongest force on any atom, eV Å⁻¹: 2.7

ORCA input file:
```
! wB97M-V def2-TZVPD RIJCOSX def2/J DEFGRID3
* xyz 0 1
C -1.753 -0.617 -0.927
C -1.109 0.628 -0.473
C -0.256 0.576 0.626
N 0.586 -0.597 0.838
C 1.994 -0.141 0.681
H -1.771 -0.885 -1.973
H -2.085 -1.336 -0.194
H -0.624 1.222 -1.255
H -2.241 0.840 -0.392
H -0.026 1.382 1.313
H 0.304 -0.990 -0.077
H 2.130 0.744 1.299
H 2.677 -0.957 0.896
H 2.174 0.131 -0.361
*
```


(5)
Density functional theory data (ωB97M-V with the def2-TZVPD basis set) for a 2-piece molecular cluster, C4H9N overall in a non-equilibrium geometry.

Lowest unoccupied orbital energy, eV: 1.242
Kohn-Sham gap, eV: 9.636
SMILES string: C=CN.C=C
Molecular weight, g/mol: 71.123
Total energy, eV: -5781.178
Strongest force on any atom, eV Å⁻¹: 3.9

ORCA input file:
```
! wB97M-V def2-TZVPD RIJCOSX def2/J DEFGRID3
* xyz 0 1
C -0.002 -4.224 -5.510
C 1.157 -3.844 -6.022
H -0.895 -3.913 -6.127
H -0.193 -4.693 -4.588
H 1.442 -3.078 -6.731
H 2.037 -4.155 -5.556
C -0.713 4.033 3.979
C -0.403 3.023 4.820
N 0.230 1.879 4.404
H -0.738 3.895 2.850
H -0.913 5.148 4.251
H -0.870 3.093 5.884
H -0.207 1.168 4.900
H 0.067 1.668 3.445
*
```


(6)
Density functional theory data (ωB97M-V with the def2-TZVPD basis set) for C4H9N as an isolated structure in a non-equilibrium geometry.

Lowest unoccupied orbital energy, eV: -0.994
Kohn-Sham gap, eV: 5.965
Molecular weight, g/mol: 71.123
Total energy, eV: -5776.468
Strongest force on any atom, eV Å⁻¹: 5.0

ORCA input file:
```
! wB97M-V def2-TZVPD RIJCOSX def2/J DEFGRID3
* xyz 0 1
N 0.207 0.355 0.599
C 0.161 -0.595 -0.451
C 1.074 -0.107 -1.582
C 1.121 1.340 -1.285
C 0.247 1.663 -0.105
H -3.417 -3.743 4.554
H 0.431 -1.610 -0.156
H -0.896 -0.672 -0.782
H -2.971 -3.301 4.219
H 0.671 -0.414 -2.555
H 1.936 0.494 -0.853
H 1.559 2.184 -1.798
H 0.675 2.449 0.520
H -0.798 1.957 -0.327
*
```


(7)
Density functional theory data (ωB97M-V with the def2-TZVPD basis set) for one molecule with the formula C4H9N in a non-equilibrium geometry.

Lowest unoccupied orbital energy, eV: 1.036
Kohn-Sham gap, eV: 8.978
SMILES string: CC(C)=CN
Molecular weight, g/mol: 71.123
Total energy, eV: -5782.731
Strongest force on any atom, eV Å⁻¹: 2.7

ORCA input file:
```
! wB97M-V def2-TZVPD RIJCOSX def2/J DEFGRID3
* xyz 0 1
C 0.935 -0.988 -0.485
C 0.286 0.294 0.099
C -0.944 0.115 0.628
N -1.284 -1.082 1.326
C 0.669 1.571 -0.527
H 0.299 -1.212 -1.340
H 1.939 -0.777 -0.855
H 0.867 -1.803 0.232
H -1.787 0.790 0.513
H -2.111 -0.960 1.874
H -1.332 -1.953 0.830
H 0.610 1.700 -1.636
H 0.120 2.465 -0.214
H 1.733 1.838 -0.445
*
```


(8)
Density functional theory data (ωB97M-V with the def2-TZVPD basis set) for one molecule with the formula C4H9N.

Lowest unoccupied orbital energy, eV: 1.208
Kohn-Sham gap, eV: 8.555
SMILES string: C/C=C/NC
Molecular weight, g/mol: 71.123
Total energy, eV: -5783.105
Strongest force on any atom, eV Å⁻¹: 0.9

ORCA input file:
```
! wB97M-V def2-TZVPD RIJCOSX def2/J DEFGRID3
* xyz 0 1
C 1.397 0.095 2.100
C 1.068 0.067 0.643
C -0.134 -0.085 0.080
N -0.367 -0.066 -1.284
C -1.695 -0.152 -1.838
H 1.776 1.094 2.376
H 0.606 -0.085 2.837
H 2.172 -0.629 2.348
H 1.906 0.258 -0.012
H -1.038 -0.214 0.671
H 0.381 0.161 -1.917
H -1.764 0.519 -2.702
H -1.892 -1.156 -2.200
H -2.417 0.192 -1.102
*
```